Computed, not measured: a single C5H8O3 molecule, with wB97M-V/def2-TZVPD.

Element x y z (Å)
C  0.425  0.103  -0.939
C  1.264  -0.287  -2.095
C  0.336  -0.340  1.712
C  -1.097  0.069  0.544
C  -0.905  1.425  0.145
O  -0.633  -0.684  -0.582
O  0.130  1.376  -0.725
O  -2.303  -0.344  1.013
H  -2.214  -1.244  1.357
H  -1.019  2.321  0.724
H  0.642  -0.493  -2.974
H  1.951  0.522  -2.335
H  1.821  -1.193  -1.863
H  -0.261  -0.306  2.627
H  0.748  -1.342  1.597
H  1.114  0.418  1.794

Calculated values
HOMO level (spin up / spin down) ... -7.2 / -7.0 eV
E_LUMO (spin up / spin down) ... 0.8 / 0.6 eV
Electronic energy ... -420.88491 Ha
Spin multiplicity ... 1
Energy relative to the best compared isomer or geometry (same formula, charge and spin) ... 449.4 kJ/mol

Computed, not measured: C24H30N3O11PSTc as an isolated structure, with wB97M-V/def2-TZVPD.

Element x y z (Å)
Tc  0.339  -0.608  -0.286
O  -2.335  -3.773  -0.130
C  -1.400  -2.887  -0.033
O  -1.195  -2.001  -0.876
C  -0.509  -2.986  1.161
C  -0.441  -3.999  2.095
C  0.511  -3.906  3.110
C  1.382  -2.822  3.137
C  1.239  -1.842  2.170
N  0.292  -1.919  1.221
C  2.124  -0.687  1.892
O  1.955  0.892  3.914
O  1.912  0.030  0.937
H  -2.857  -3.657  -0.946
H  -1.104  -4.852  2.016
H  0.592  -4.689  3.853
H  2.167  -2.734  3.879
O  1.140  0.681  -1.817
C  1.397  2.097  -1.566
C  0.246  2.921  -2.086
C  -1.090  2.348  -1.602
C  -1.136  2.179  -0.097
C  -1.219  3.289  0.659
C  -1.236  3.549  2.102
C  -1.370  2.755  3.171
C  -1.464  1.265  3.158
N  -1.112  0.823  0.381
H  0.995  0.543  -2.767
H  2.347  2.363  -2.024
H  1.494  2.191  -0.485
H  0.251  2.948  -3.179
H  0.382  3.947  -1.739
H  -1.283  1.382  -2.067
H  -1.897  3.010  -1.915
H  -1.268  4.203  0.076
H  -1.175  4.609  2.330
H  -1.407  3.225  4.148
H  -2.047  0.897  4.007
N  1.710  -2.029  -1.206
C  2.148  -1.614  -2.536
C  3.464  -1.299  -2.783
C  3.804  -0.811  -4.043
C  2.826  -0.671  -5.019
C  1.502  -1.044  -4.763
C  1.162  -1.522  -3.514
S  3.191  0.028  -6.624
O  2.634  -0.929  -7.560
O  2.476  1.296  -6.598
O  4.633  0.154  -6.657
H  1.187  -2.899  -1.292
H  2.507  -2.236  -0.607
H  4.215  -1.393  -2.002
H  4.822  -0.523  -4.278
H  0.764  -0.940  -5.551
H  0.134  -1.810  -3.284
C  -3.332  -1.498  2.639
O  -2.293  -0.947  1.776
P  -2.143  0.609  1.605
O  -0.168  0.625  3.152
C  0.613  0.806  4.320
O  -3.588  1.088  1.352
C  -4.301  2.364  1.429
H  -3.220  -1.123  3.655
H  -3.194  -2.574  2.630
H  -4.309  -1.239  2.243
H  0.313  1.699  4.867
H  2.130  1.775  3.562
H  0.536  -0.073  4.956
H  -5.353  2.108  1.424
H  -4.050  2.958  0.559
H  -4.041  2.883  2.345

Calculated values
HOMO level (spin up / spin down) ... -11.2 / -11.2 eV
E_LUMO (spin up / spin down) ... -8.6 / -8.8 eV
Net charge ... +2
Electronic energy ... -2744.11982 Ha
Spin multiplicity ... 4
Energy relative to the best compared isomer or geometry (same formula, charge and spin) ... 365.3 kJ/mol

Computed, not measured: a 2-piece molecular cluster, C2H6O3 overall, with wB97M-V/def2-TZVPD.

Element x y z (Å)
O  1.490  1.676  -0.735
C  0.622  1.217  -1.402
O  -0.267  0.244  -0.962
H  0.255  1.527  -2.426
H  0.196  -0.105  -0.107
C  -0.945  -0.905  1.837
O  -0.505  -1.795  0.827
H  -1.687  -0.090  1.637
H  -1.298  -1.501  2.690
H  0.045  -0.335  2.179
H  -1.313  -2.359  0.376

Calculated values
HOMO level ... -10.7 eV
SMILES ... O=CO.CO
E_LUMO ... 0.7 eV
Electronic energy ... -305.48292 Ha
Spin multiplicity ... 1
Energy relative to the best compared isomer or geometry (same formula, charge and spin) ... 182.8 kJ/mol

Computed, not measured: C20H36FeGeNO5Si2 as an isolated structure, with wB97M-V/def2-TZVPD.

Element x y z (Å)
Fe  -0.336  -0.526  0.206
O  2.386  -1.358  -1.905
C  1.555  -1.926  -2.886
C  0.585  -2.948  -2.321
N  -0.505  -2.388  -1.525
C  -1.089  -3.431  -0.674
C  -0.627  -3.394  0.784
O  -0.624  -4.450  1.418
O  -0.323  -2.241  1.228
C  -1.523  -1.800  -2.382
C  -2.639  -1.136  -1.564
O  -3.783  -1.150  -2.029
O  -2.262  -0.600  -0.477
H  1.800  -0.860  -1.302
H  2.216  -2.442  -3.590
H  1.013  -1.155  -3.448
H  1.148  -3.646  -1.699
H  0.166  -3.523  -3.169
H  -0.907  -4.433  -1.080
H  -2.172  -3.300  -0.632
H  -1.970  -2.538  -3.065
H  -1.060  -1.014  -2.982
C  2.908  1.107  0.789
Si  1.690  -0.257  1.362
C  2.799  -1.805  1.449
C  1.433  0.207  3.205
C  2.383  0.111  4.226
C  2.086  0.510  5.522
C  0.824  1.018  5.819
C  -0.128  1.119  4.814
C  0.162  0.717  3.507
Si  -1.000  0.761  2.006
C  -2.697  0.187  2.629
C  -1.231  2.610  1.600
H  3.778  1.154  1.454
H  2.431  2.091  0.780
H  3.265  0.902  -0.225
H  3.711  -1.597  2.020
H  3.094  -2.133  0.450
H  2.257  -2.622  1.928
H  3.369  -0.291  4.010
H  2.831  0.421  6.307
H  0.586  1.324  6.833
H  -1.115  1.507  5.054
H  -3.133  0.913  3.326
H  -2.607  -0.775  3.140
H  -3.368  0.058  1.778
H  -1.634  3.148  2.466
H  -1.926  2.733  0.764
H  -0.282  3.077  1.323
C  -0.333  1.127  -4.426
Ge  -0.698  1.850  -2.611
C  -2.644  2.062  -2.449
C  -0.043  3.722  -2.762
C  0.243  0.974  -1.174
H  -0.722  1.811  -5.185
H  -0.794  0.151  -4.587
H  0.744  1.024  -4.577
H  -3.009  2.671  -3.282
H  -2.877  2.579  -1.516
H  -3.184  1.116  -2.439
H  -0.507  4.237  -3.608
H  1.042  3.739  -2.893
H  -0.281  4.270  -1.848
H  0.232  1.764  -0.409
H  1.296  0.962  -1.478

Calculated values
HOMO level (spin up / spin down) ... -2.1 / -1.2 eV
E_LUMO (spin up / spin down) ... 5.0 / 5.0 eV
Net charge ... -2
Electronic energy ... -5134.34919 Ha
Spin multiplicity ... 2
Energy relative to the best compared isomer or geometry (same formula, charge and spin) ... 0.0 kJ/mol

Computed, not measured: C9H10AlFNO6S as an isolated structure, with wB97M-V/def2-TZVPD.

Element x y z (Å)
O  -0.032  2.052  4.211
C  -0.375  0.920  4.016
O  -0.045  -0.070  5.000
C  -1.163  0.427  2.754
Al  -0.788  1.629  1.118
O  -1.350  0.615  -0.338
C  -0.311  0.596  -1.336
C  -0.147  -0.948  -1.573
C  0.372  -1.821  -0.527
C  0.537  -3.269  -0.636
C  0.111  -3.786  -1.967
C  -0.391  -2.800  -2.902
N  -0.516  -1.455  -2.779
C  0.959  1.413  -0.840
S  0.945  3.180  -1.558
O  0.608  4.166  -0.544
O  0.018  3.296  -2.683
F  2.455  3.552  -2.175
O  1.001  1.672  0.539
H  0.483  -0.715  4.492
H  -2.261  0.310  2.939
H  -0.764  -0.613  2.538
H  -1.440  3.090  1.197
H  -0.832  0.942  -2.273
H  0.664  -1.340  0.442
H  0.911  -3.918  0.181
H  0.145  -4.878  -2.205
H  -0.728  -3.219  -3.889
H  1.935  0.973  -1.201

Calculated values
HOMO level ... -5.8 eV
E_LUMO ... 2.7 eV
Net charge ... -1
Electronic energy ... -1595.74326 Ha
Spin multiplicity ... 1

Computed, not measured: C31H33AsFeN6O8S3 as an isolated structure, with wB97M-V/def2-TZVPD.

Element x y z (Å)
Fe  0.063  -0.192  -0.078
O  0.070  -1.872  3.524
S  0.541  -0.563  3.161
O  0.091  0.502  4.028
O  0.185  -0.172  1.751
C  2.332  -0.564  3.362
C  2.786  -0.253  4.634
C  4.148  -0.245  4.901
C  5.057  -0.534  3.891
C  4.593  -0.883  2.633
C  3.231  -0.894  2.375
S  2.634  -1.520  0.812
O  1.503  -2.359  1.202
O  3.719  -2.268  0.220
O  2.232  -0.379  -0.027
H  2.052  -0.012  5.388
H  4.496  -0.023  5.901
H  6.119  -0.504  4.089
H  5.258  -1.159  1.829
C  -0.191  9.099  -10.174
O  -0.178  9.328  -8.785
C  -0.144  8.263  -7.940
C  -0.152  6.930  -8.341
C  -0.132  5.922  -7.395
C  -0.099  6.211  -6.031
C  -0.093  7.555  -5.638
C  -0.114  8.562  -6.573
C  -0.051  5.179  -5.020
N  0.015  5.394  -3.721
C  0.075  4.172  -3.132
C  0.035  3.174  -4.110
N  -0.048  3.835  -5.302
C  0.068  1.782  -3.832
C  0.080  0.774  -4.776
C  0.120  -0.558  -4.329
C  0.106  -0.815  -2.976
N  0.063  0.121  -2.030
C  0.095  1.449  -2.437
C  0.148  2.431  -1.447
N  0.175  1.995  -0.146
C  0.279  2.883  0.826
C  0.315  4.252  0.607
C  0.241  4.738  -0.703
C  0.160  3.835  -1.744
H  -0.196  10.085  -10.637
H  -1.088  8.554  -10.489
H  0.701  8.554  -10.501
H  -0.184  6.663  -9.386
H  -0.147  4.898  -7.742
H  -0.075  7.777  -4.583
H  -0.115  9.599  -6.275
H  -0.076  3.407  -6.211
H  0.071  0.993  -5.833
H  0.165  -1.373  -5.033
H  0.095  -1.835  -2.612
H  0.319  2.468  1.824
H  0.412  4.930  1.438
H  0.253  5.796  -0.920
C  -0.666  -4.192  1.692
As  -0.089  -3.603  -0.062
C  1.588  -4.237  -0.860
C  -1.353  -4.664  -1.193
O  -0.593  -2.095  -0.486
H  -0.410  -5.236  1.859
H  -1.751  -4.065  1.714
H  -0.224  -3.540  2.441
H  1.486  -5.265  -1.209
H  2.416  -4.140  -0.166
H  1.795  -3.570  -1.699
H  -1.335  -5.724  -0.938
H  -1.093  -4.542  -2.245
H  -2.360  -4.273  -1.036
C  -2.964  2.853  1.445
N  -2.924  2.834  0.001
C  -2.846  1.700  -0.700
N  -2.941  1.779  -2.050
S  -2.753  0.194  0.034
H  -2.656  3.832  1.805
H  -2.289  2.090  1.838
H  -3.973  2.631  1.802
H  -2.942  3.714  -0.494
H  -2.730  2.641  -2.530
H  -2.751  0.920  -2.540

Calculated values
HOMO level (spin up / spin down) ... -8.0 / -7.2 eV
E_LUMO (spin up / spin down) ... -1.0 / -1.0 eV
Electronic energy ... -6825.74898 Ha
Spin multiplicity ... 5
Energy relative to the best compared isomer or geometry (same formula, charge and spin) ... 157.3 kJ/mol

Computed, not measured: a single C18H25N3S2 molecule, with wB97M-V/def2-TZVPD.

Element x y z (Å)
C  1.204  3.860  0.941
C  1.685  2.653  0.194
C  3.042  2.387  0.087
C  3.508  1.277  -0.609
C  4.980  1.019  -0.711
C  2.593  0.411  -1.182
C  1.227  0.641  -1.051
N  0.337  -0.261  -1.638
C  -0.960  -0.537  -1.320
S  -1.957  -0.985  -2.573
N  -1.365  -0.533  -0.029
C  -2.780  -0.550  0.269
C  -3.282  0.875  0.599
N  -4.694  1.010  0.862
C  -5.538  0.700  -0.273
C  -5.141  0.342  2.064
C  -0.465  -0.538  1.107
C  0.690  -1.474  0.945
C  0.765  -2.638  0.247
C  2.032  -3.258  0.348
C  2.894  -2.562  1.129
S  2.181  -1.129  1.759
C  0.778  1.777  -0.386
H  1.258  3.680  2.015
H  1.826  4.724  0.717
H  0.173  4.092  0.685
H  3.752  3.062  0.542
H  5.184  0.167  -1.354
H  5.392  0.814  0.277
H  5.494  1.892  -1.111
H  2.931  -0.462  -1.721
H  0.600  -0.604  -2.553
H  -3.306  -0.927  -0.609
H  -2.962  -1.225  1.109
H  -3.042  1.521  -0.251
H  -2.744  1.252  1.476
H  -5.149  1.199  -1.158
H  -6.540  1.077  -0.072
H  -5.612  -0.377  -0.481
H  -6.149  0.685  2.296
H  -4.486  0.611  2.891
H  -5.167  -0.755  1.973
H  -0.077  0.466  1.326
H  -1.057  -0.854  1.974
H  -0.048  -3.038  -0.332
H  2.282  -4.182  -0.141
H  3.907  -2.800  1.385
H  -0.281  1.991  -0.352

Calculated values
HOMO level ... -7.9 eV
SMILES ... Cc1cc(C)cc(NC(=S)N(CCN(C)C)Cc2cccs2)c1
E_LUMO ... 0.5 eV
Electronic energy ... -1661.52744 Ha
Spin multiplicity ... 1
Energy relative to the best compared isomer or geometry (same formula, charge and spin) ... 35.8 kJ/mol

Computed, not measured: C31H40GeNOPdS6SbSi3 as an isolated structure, with wB97M-V/def2-TZVPD.

Element x y z (Å)
Pd  0.249  0.350  -0.370
S  -4.032  -1.911  0.939
Sb  -1.753  -1.684  1.097
S  -1.202  0.654  1.394
S  -0.805  -1.736  -1.108
C  2.066  -3.892  -0.853
Si  2.061  -3.190  0.917
C  3.666  -3.816  1.749
C  0.708  -4.118  1.908
Ge  1.896  -0.769  0.973
Si  1.715  -0.052  3.287
C  1.599  1.847  3.233
C  3.261  -0.483  4.333
C  0.290  -0.750  4.355
Si  4.155  -0.150  0.372
C  4.310  1.745  0.315
C  4.727  -0.950  -1.264
C  5.535  -0.657  1.597
H  1.810  -4.953  -0.881
H  3.034  -3.756  -1.339
H  1.323  -3.359  -1.445
H  3.618  -4.895  1.908
H  3.818  -3.344  2.721
H  4.544  -3.607  1.137
H  1.083  -5.050  2.334
H  -0.144  -4.351  1.269
H  0.344  -3.494  2.726
H  2.570  2.292  3.007
H  1.227  2.284  4.162
H  0.915  2.134  2.434
H  4.043  0.265  4.205
H  3.683  -1.449  4.057
H  3.004  -0.520  5.393
H  -0.673  -0.568  3.883
H  0.268  -0.282  5.341
H  0.399  -1.827  4.498
H  3.333  2.178  0.098
H  5.014  2.090  -0.443
H  4.642  2.129  1.282
H  3.872  -1.111  -1.921
H  5.195  -1.919  -1.077
H  5.447  -0.326  -1.797
H  5.422  -0.156  2.557
H  6.517  -0.396  1.196
H  5.526  -1.730  1.783
O  -0.196  2.476  -1.051
C  -1.057  2.752  -2.119
C  -1.888  3.955  -1.648
C  -2.803  4.796  -2.204
C  -3.172  5.842  -1.315
C  -2.536  5.750  -0.115
S  -1.457  4.407  -0.047
C  -2.018  1.617  -2.448
C  -3.095  1.276  -1.685
C  -3.894  0.253  -2.256
C  -3.406  -0.183  -3.442
S  -1.975  0.654  -3.892
C  -0.253  3.268  -3.310
C  -0.334  3.138  -4.664
C  0.686  3.852  -5.354
C  1.505  4.531  -4.513
S  1.043  4.318  -2.871
H  -3.196  4.678  -3.203
H  -3.874  6.624  -1.572
H  -2.648  6.395  0.742
H  -3.316  1.737  -0.734
H  -4.772  -0.143  -1.773
H  -3.773  -0.973  -4.075
H  -1.081  2.559  -5.177
H  0.807  3.837  -6.429
H  2.370  5.127  -4.757
N  7.621  4.050  -5.645
C  6.735  3.521  -5.129
C  5.649  2.874  -4.486
C  5.023  3.486  -3.391
C  3.980  2.858  -2.751
C  3.501  1.609  -3.188
C  4.134  1.011  -4.289
C  5.190  1.627  -4.923
C  2.436  0.985  -2.499
C  1.583  0.392  -1.853
H  5.371  4.456  -3.057
H  3.516  3.319  -1.894
H  3.781  0.053  -4.646
H  5.669  1.153  -5.771

Calculated values
HOMO level (spin up / spin down) ... -1.9 / -2.7 eV
E_LUMO (spin up / spin down) ... 4.1 / 2.9 eV
Net charge ... -2
Electronic energy ... -7038.03101 Ha
Spin multiplicity ... 3

Please write out number 2 again, unchanged.
Computed, not measured: C24H30N3O11PSTc as an isolated structure, with wB97M-V/def2-TZVPD.

Element x y z (Å)
Tc  0.339  -0.608  -0.286
O  -2.335  -3.773  -0.130
C  -1.400  -2.887  -0.033
O  -1.195  -2.001  -0.876
C  -0.509  -2.986  1.161
C  -0.441  -3.999  2.095
C  0.511  -3.906  3.110
C  1.382  -2.822  3.137
C  1.239  -1.842  2.170
N  0.292  -1.919  1.221
C  2.124  -0.687  1.892
O  1.955  0.892  3.914
O  1.912  0.030  0.937
H  -2.857  -3.657  -0.946
H  -1.104  -4.852  2.016
H  0.592  -4.689  3.853
H  2.167  -2.734  3.879
O  1.140  0.681  -1.817
C  1.397  2.097  -1.566
C  0.246  2.921  -2.086
C  -1.090  2.348  -1.602
C  -1.136  2.179  -0.097
C  -1.219  3.289  0.659
C  -1.236  3.549  2.102
C  -1.370  2.755  3.171
C  -1.464  1.265  3.158
N  -1.112  0.823  0.381
H  0.995  0.543  -2.767
H  2.347  2.363  -2.024
H  1.494  2.191  -0.485
H  0.251  2.948  -3.179
H  0.382  3.947  -1.739
H  -1.283  1.382  -2.067
H  -1.897  3.010  -1.915
H  -1.268  4.203  0.076
H  -1.175  4.609  2.330
H  -1.407  3.225  4.148
H  -2.047  0.897  4.007
N  1.710  -2.029  -1.206
C  2.148  -1.614  -2.536
C  3.464  -1.299  -2.783
C  3.804  -0.811  -4.043
C  2.826  -0.671  -5.019
C  1.502  -1.044  -4.763
C  1.162  -1.522  -3.514
S  3.191  0.028  -6.624
O  2.634  -0.929  -7.560
O  2.476  1.296  -6.598
O  4.633  0.154  -6.657
H  1.187  -2.899  -1.292
H  2.507  -2.236  -0.607
H  4.215  -1.393  -2.002
H  4.822  -0.523  -4.278
H  0.764  -0.940  -5.551
H  0.134  -1.810  -3.284
C  -3.332  -1.498  2.639
O  -2.293  -0.947  1.776
P  -2.143  0.609  1.605
O  -0.168  0.625  3.152
C  0.613  0.806  4.320
O  -3.588  1.088  1.352
C  -4.301  2.364  1.429
H  -3.220  -1.123  3.655
H  -3.194  -2.574  2.630
H  -4.309  -1.239  2.243
H  0.313  1.699  4.867
H  2.130  1.775  3.562
H  0.536  -0.073  4.956
H  -5.353  2.108  1.424
H  -4.050  2.958  0.559
H  -4.041  2.883  2.345

Calculated values
HOMO level (spin up / spin down) ... -11.2 / -11.2 eV
E_LUMO (spin up / spin down) ... -8.6 / -8.8 eV
Net charge ... +2
Electronic energy ... -2744.11982 Ha
Spin multiplicity ... 4
Energy relative to the best compared isomer or geometry (same formula, charge and spin) ... 365.3 kJ/mol